ORCA calculation (the ωB97M-V functional and the def2-TZVPD basis) on 7 unconnected molecules or ions with the total composition C41H89FN9O16P3S in a non-equilibrium geometry.

Bonds (Å) are listed after each position.
Element x y z (Å)
1 C 7.268 -0.879 -1.399  C2 1.642, H42 1.186, H43 1.178, H44 1.193
2 C 8.719 -0.154 -1.151  C1 1.642, C3 1.643, H45 1.179, H46 1.183
3 C 8.773 0.834 0.161  C2 1.643, C4 1.672, H47 1.187, H48 1.186
4 C 7.386 1.753 0.330  C3 1.672, C5 1.650, H49 1.191, H50 1.178
5 C 7.303 2.843 -0.906  C4 1.650, C6 1.652, H51 1.172, H52 1.191
6 C 5.790 3.462 -1.146  C5 1.652, C7 1.655, H53 1.181, H54 1.194
7 C 4.932 2.657 -2.311  C6 1.655, C8 1.672, H55 1.172, H56 1.179
8 C 5.325 3.157 -3.858  C7 1.672, C9 1.666, H57 1.170, H58 1.192
9 C 4.882 2.011 -4.982  C8 1.666, C10 1.641, H59 1.177, H60 1.191
10 C 3.403 2.275 -5.641  C9 1.641, C11 1.672, H61 1.194, H62 1.181
11 C 2.143 1.750 -4.674  C10 1.672, C12 1.639, H63 1.172, H64 1.189
12 C 1.073 0.793 -5.464  C11 1.639, C13 1.660, H65 1.174, H66 1.189
13 C 0.050 -0.050 -4.463  C12 1.660, C14 1.674, H67 1.190, H68 1.174
14 C -0.983 0.963 -3.622  C13 1.674, C15 1.609, H69 1.194, H70 1.160
15 C -1.563 0.154 -2.357  C14 1.609, C16 1.622, H71 1.198, H72 1.196
16 C -1.603 0.834 -0.884  C15 1.622, C17 1.671, C37 1.636, H73 1.204
17 C -0.139 1.036 -0.105  C16 1.671, C18 1.636, P22 1.960, C25 1.624
18 C 1.046 1.701 -1.015  C17 1.636, C19 1.622, H74 1.195, H75 1.198
19 C 1.033 3.301 -1.281  C18 1.622, O20 1.366, F21 1.477
20 O 1.631 4.090 -0.341  C19 1.366
21 F 0.522 4.062 -2.439  C19 1.477
22 P 0.400 -0.844 -0.001  C17 1.960, N23 1.821, O24 1.728
23 N 2.124 -1.035 -0.559  P22 1.821, H76 1.044, H77 1.064
24 O 0.441 -1.461 1.612  P22 1.728, H78 1.002
25 C -0.226 1.791 1.332  C17 1.624, O26 1.503, P29 1.902, O33 1.502
26 O 1.113 2.144 1.915  C25 1.503, N27 1.310
27 N 1.888 1.121 2.176  O26 1.310, O28 1.223
28 O 3.080 1.391 2.213  N27 1.223
29 P -1.285 1.020 2.710  C25 1.902, O30 1.572, O31 1.780, O32 1.779
30 O -2.224 -0.175 2.308  P29 1.572
31 O -0.347 0.403 4.091  P29 1.780, H79 1.020
32 O -2.358 2.218 3.473  P29 1.779, H80 1.014
33 O -0.764 3.192 1.290  C25 1.502, S34 1.644
34 S -2.051 3.477 0.310  O33 1.644, O35 1.582, O36 1.582, C37 1.858
35 O -1.718 4.740 -0.583  S34 1.582
36 O -3.249 4.001 1.201  S34 1.582
37 C -2.703 2.019 -0.638  C16 1.636, S34 1.858, N38 1.550, P39 1.930
38 N -3.871 1.482 0.229  C37 1.550, H81 1.063, H82 1.057
39 P -3.624 2.638 -2.217  C37 1.930, C40 1.949, C41 1.950
40 C -4.622 4.268 -1.835  P39 1.949, H83 1.192, H84 1.170, H85 1.183
41 C -5.063 1.409 -2.688  P39 1.950, H86 1.189, H87 1.172, H88 1.170
42 H 7.294 -1.735 -2.219  C1 1.186
43 H 6.761 -1.239 -0.398  C1 1.178
44 H 6.545 -0.041 -1.844  C1 1.193
45 H 9.063 0.405 -2.130  C2 1.179
46 H 9.506 -1.016 -0.962  C2 1.183
47 H 8.942 0.146 1.113  C3 1.187
48 H 9.730 1.525 0.041  C3 1.186
49 H 7.515 2.293 1.384  C4 1.191
50 H 6.432 1.068 0.416  C4 1.178
51 H 7.647 2.349 -1.912  C5 1.172
52 H 8.031 3.737 -0.605  C5 1.191
53 H 5.857 4.618 -1.381  C6 1.181
54 H 5.206 3.338 -0.113  C6 1.194
55 H 5.041 1.493 -2.228  C7 1.172
56 H 3.799 2.951 -2.164  C7 1.179
57 H 4.784 4.184 -4.006  C8 1.170
58 H 6.496 3.377 -3.887  C8 1.192
59 H 4.923 0.972 -4.431  C9 1.177
60 H 5.673 2.077 -5.871  C9 1.191
61 H 3.303 3.457 -5.774  C10 1.194
62 H 3.261 1.826 -6.723  C10 1.181
63 H 2.657 1.220 -3.763  C11 1.172
64 H 1.560 2.743 -4.377  C11 1.189
65 H 1.698 0.010 -6.077  C12 1.174
66 H 0.423 1.490 -6.175  C12 1.189
67 H 0.672 -0.705 -3.688  C13 1.190
68 H -0.598 -0.798 -5.094  C13 1.174
69 H -1.865 1.182 -4.396  C14 1.194
70 H -0.374 1.930 -3.426  C14 1.160
71 H -2.711 -0.072 -2.617  C15 1.198
72 H -1.083 -0.940 -2.405  C15 1.196
73 H -2.077 -0.075 -0.252  C16 1.204
74 H 1.261 1.121 -2.037  C18 1.195
75 H 2.069 1.539 -0.413  C18 1.198
76 H 2.153 -1.718 -1.348  N23 1.044
77 H 2.727 -1.360 0.254  N23 1.064
78 H 1.351 -1.755 1.911  O24 1.002
79 H 0.167 1.177 4.512  O31 1.020
80 H -1.697 2.920 3.785  O32 1.014
81 H -4.185 0.542 -0.155  N38 1.063
82 H -4.695 2.124 0.068  N38 1.057
83 H -3.889 5.154 -2.150  C40 1.192
84 H -4.978 4.329 -0.722  C40 1.170
85 H -5.510 4.301 -2.615  C40 1.183
86 H -5.766 2.049 -3.401  C41 1.189
87 H -5.699 1.128 -1.745  C41 1.172
88 H -4.693 0.500 -3.325  C41 1.170
89 C 1.442 -4.733 5.714  N90 1.443, H94 1.093, H95 1.093, H96 1.091
90 N 2.698 -4.216 5.226  C89 1.443, C91 1.365, H97 1.014
91 C 3.051 -2.916 5.012  N90 1.365, C92 1.503, O93 1.229
92 C 2.035 -1.849 5.309  C91 1.503, H98 1.094, H99 1.094, H100 1.094
93 O 4.173 -2.649 4.588  C91 1.229
94 H 1.641 -5.297 6.628  C89 1.093
95 H 1.037 -5.408 4.957  C89 1.093
96 H 0.720 -3.944 5.923  C89 1.091
97 H 3.436 -4.875 5.003  N90 1.014
98 H 2.462 -0.866 5.089  C92 1.094
99 H 1.150 -1.989 4.681  C92 1.094
100 H 1.760 -1.877 6.367  C92 1.094
101 C 5.914 -9.708 4.098  N102 1.443, H106 1.093, H107 1.093, H108 1.091
102 N 5.215 -8.726 4.891  C101 1.443, C103 1.365, H109 1.014
103 C 4.915 -7.435 4.567  N102 1.365, C104 1.503, O105 1.229
104 C 5.348 -6.926 3.221  C103 1.503, H110 1.094, H111 1.094, H112 1.094
105 O 4.309 -6.728 5.369  C103 1.229
106 H 5.249 -10.564 3.956  C101 1.093
107 H 6.797 -10.028 4.656  C101 1.093
108 H 6.218 -9.319 3.126  C101 1.091
109 H 4.891 -8.993 5.814  N102 1.014
110 H 5.037 -5.882 3.108  C104 1.094
111 H 6.437 -6.973 3.133  C104 1.094
112 H 4.876 -7.513 2.428  C104 1.094
113 C -2.458 -8.563 8.667  N114 1.443, H118 1.093, H119 1.093, H120 1.091
114 N -1.202 -8.046 8.178  C113 1.443, C115 1.365, H121 1.014
115 C -0.849 -6.746 7.964  N114 1.365, C116 1.503, O117 1.229
116 C -1.865 -5.679 8.261  C115 1.503, H122 1.094, H123 1.094, H124 1.094
117 O 0.273 -6.479 7.541  C115 1.229
118 H -2.259 -9.127 9.581  C113 1.093
119 H -2.863 -9.238 7.909  C113 1.093
120 H -3.180 -7.774 8.875  C113 1.091
121 H -0.464 -8.705 7.955  N114 1.014
122 H -1.438 -4.696 8.041  C116 1.094
123 H -2.750 -5.819 7.633  C116 1.094
124 H -2.140 -5.707 9.319  C116 1.094
125 C -8.142 3.304 3.391  N126 1.443, H130 1.093, H131 1.093, H132 1.091
126 N -7.615 2.589 2.253  C125 1.443, C127 1.365, H133 1.014
127 C -7.049 3.100 1.122  N126 1.365, C128 1.503, O129 1.229
128 C -6.936 4.594 1.000  C127 1.503, H134 1.094, H135 1.094, H136 1.094
129 O -6.650 2.341 0.242  C127 1.229
130 H -7.593 2.978 4.278  C125 1.093
131 H -9.195 3.036 3.502  C125 1.093
132 H -8.050 4.385 3.282  C125 1.091
133 H -7.655 1.576 2.260  N126 1.014
134 H -6.464 4.847 0.046  C128 1.094
135 H -7.930 5.048 1.025  C128 1.094
136 H -6.315 4.990 1.808  C128 1.094
137 C 1.142 -2.294 -9.629  N138 1.443, H142 1.093, H143 1.093, H144 1.091
138 N 1.963 -1.243 -9.079  C137 1.443, C139 1.365, H145 1.014
139 C 1.989 0.077 -9.423  N138 1.365, C140 1.503, O141 1.229
140 C 1.060 0.543 -10.509  C139 1.503, H146 1.094, H147 1.094, H148 1.094
141 O 2.758 0.844 -8.847  C139 1.229
142 H 0.550 -2.722 -8.816  C137 1.093
143 H 1.803 -3.064 -10.034  C137 1.093
144 H 0.476 -1.935 -10.414  C137 1.091
145 H 2.617 -1.478 -8.341  N138 1.014
146 H 1.197 1.617 -10.670  C140 1.094
147 H 1.285 0.023 -11.444  C140 1.094
148 H 0.022 0.368 -10.215  C140 1.094
149 C -12.487 3.507 0.754  N150 1.443, H154 1.093, H155 1.093, H156 1.091
150 N -11.231 4.024 0.266  C149 1.443, C151 1.365, H157 1.014
151 C -10.878 5.324 0.052  N150 1.365, C152 1.503, O153 1.229
152 C -11.894 6.391 0.349  C151 1.503, H158 1.094, H159 1.094, H160 1.094
153 O -9.755 5.591 -0.371  C151 1.229
154 H -12.288 2.943 1.669  C149 1.093
155 H -12.892 2.832 -0.003  C149 1.093
156 H -13.209 4.296 0.963  C149 1.091
157 H -10.493 3.365 0.043  N150 1.014
158 H -11.466 7.374 0.129  C152 1.094
159 H -12.779 6.251 -0.279  C152 1.094
160 H -12.169 6.363 1.407  C152 1.094

Energy relative to the best compared isomer or geometry (same formula, charge and spin) = 1253.8 kJ/mol
HOMO-LUMO gap = 7.19 eV
LUMO = -0.3 eV
HOMO level = -0.2758 Ha
Calculated total energy = -4833.8684 hartree
SMILES string = CCCCCCCCCCCCCCC[C@H]1[C@](CC(=O)F)(P(N)O)[C@](ON=O)(P(=O)(O)O)OS(=O)(=O)[C@@]1(N)P(C)C.CNC(C)=O.CNC(C)=O.CNC(C)=O.CNC(C)=O.CNC(C)=O.CNC(C)=O

Löwdin population analysis, charges in e, atoms 1 to 99:
1 C -0.151
2 C -0.279
3 C -0.224
4 C -0.216
5 C -0.214
6 C -0.205
7 C -0.209
8 C -0.195
9 C -0.209
10 C -0.194
11 C -0.205
12 C -0.205
13 C -0.213
14 C -0.223
15 C -0.212
16 C -0.267
17 C -0.373
18 C -0.091
19 C -0.171
20 O -0.004
21 F -0.023
22 P 1.003
23 N -0.184
24 O -0.351
25 C -0.362
26 O -0.053
27 N -0.076
28 O 0.064
29 P 0.809
30 O -0.328
31 O -0.215
32 O -0.186
33 O -0.243
34 S 0.829
35 O -0.347
36 O -0.359
37 C -0.576
38 N -0.011
39 P 0.934
40 C -0.286
41 C -0.300
42 H 0.080
43 H 0.082
44 H 0.052
45 H 0.103
46 H 0.102
47 H 0.112
48 H 0.113
49 H 0.116
50 H 0.102
51 H 0.097
52 H 0.119
53 H 0.116
54 H 0.114
55 H 0.087
56 H 0.092
57 H 0.109
58 H 0.110
59 H 0.102
60 H 0.114
61 H 0.115
62 H 0.087
63 H 0.095
64 H 0.108
65 H 0.101
66 H 0.132
67 H 0.098
68 H 0.108
69 H 0.114
70 H 0.083
71 H 0.104
72 H 0.101
73 H 0.124
74 H 0.111
75 H 0.124
76 H 0.035
77 H 0.052
78 H 0.066
79 H 0.094
80 H 0.088
81 H 0.102
82 H 0.021
83 H 0.064
84 H 0.013
85 H 0.064
86 H 0.061
87 H 0.034
88 H 0.038
89 C -0.087
90 N 0.013
91 C -0.556
92 C -0.022
93 O -0.001
94 H 0.061
95 H 0.087
96 H 0.075
97 H 0.091
98 H 0.077
99 H 0.071